77
Properties=species:S:1:pos:R:3 method="wB97M-V/def2-TZVPD" e_lumo_ha="0.0877 / 0.0877" energy_ev=-77129.6629 multiplicity=1 homo_lumo_gap_ha="0.171 / 0.172" charge=-1 relative_energy_kcal_mol=28.76
Sc 0.139 -0.165 0.662
O -2.570 -1.077 -0.788
O -2.846 0.906 -1.779
O 1.802 -0.113 -0.402
O -1.639 -0.069 1.552
N -0.165 2.565 -1.775
N -0.413 -2.311 -2.263
N 0.048 -2.382 0.094
N -0.684 0.104 -1.519
N 2.199 0.553 2.175
N 0.193 -0.968 3.242
N -0.126 2.101 0.570
C -4.851 -1.160 2.777
C 0.250 -4.591 1.067
C 0.410 4.296 -0.323
C -0.269 -0.414 -3.750
C -4.483 -1.983 3.850
C -3.903 -0.515 2.023
C -0.133 -5.188 -0.150
C -2.158 -1.454 3.410
C -2.094 -0.103 -1.304
C 3.323 0.682 -2.013
C 0.315 -3.225 1.114
C -0.374 1.348 -2.258
C -0.223 1.010 -3.600
C 0.660 4.780 0.921
C 5.248 1.958 -1.306
C 2.875 0.547 -0.676
C -3.150 -2.101 4.161
C 4.469 1.373 -2.315
C -0.040 1.825 -4.739
C -0.376 -4.383 -1.217
C -0.265 -2.957 -1.121
C 2.083 0.430 3.611
C -0.797 -1.475 3.869
C 1.478 -0.937 3.897
C 4.841 1.835 0.000
C -0.418 -1.016 -2.504
C 0.063 2.645 1.791
C 0.074 1.235 -5.967
C -2.517 -0.665 2.280
C -4.243 0.643 -1.810
C 3.663 1.153 0.338
C -0.115 -1.000 -5.027
C 3.297 1.029 1.723
C 0.012 2.932 -0.520
C 0.466 3.928 2.032
C 0.040 -0.184 -6.112
H 0.482 -5.180 1.943
H 6.150 2.502 -1.555
H -4.610 0.348 -0.828
H -4.711 1.568 -2.132
H -0.220 -6.265 -0.231
H 0.144 -0.613 -7.102
H -4.457 -0.161 -2.516
H -4.183 0.127 1.200
H -2.845 -2.706 5.010
H 1.397 1.194 3.992
H 2.134 -1.698 3.457
H 0.189 1.845 -6.855
H -0.008 2.901 -4.622
H -0.140 -2.080 -5.111
H -5.237 -2.498 4.431
H 2.713 0.235 -2.790
H -0.634 -1.927 4.858
H 5.429 2.279 0.798
H -0.653 -4.779 -2.183
H 0.605 -2.758 2.043
H -5.902 -1.022 2.550
H 0.521 4.904 -1.209
H 3.045 0.551 4.124
H 1.411 -1.122 4.978
H 0.616 4.281 3.044
H 4.782 1.468 -3.348
H 4.056 1.375 2.438
H -0.161 1.987 2.627
H 0.990 5.802 1.069

78
Properties=species:S:1:pos:R:3 method="wB97M-V/def2-TZVPD" e_lumo_ha=-0.2591 energy_ev=-77031.6591 multiplicity=1 homo_lumo_gap_ha=0.203 charge=+2 relative_energy_kcal_mol=15.72
Ta 0.384 -0.250 -0.764
S 0.234 7.384 -0.159
S -1.285 0.701 -2.371
O 2.677 -0.290 -4.144
O 1.635 0.073 -2.192
N 0.014 -1.814 -2.436
N 0.874 2.129 -0.774
N -2.724 2.828 -1.685
N -2.245 1.401 0.035
N 2.312 -1.629 -0.419
N -0.417 -2.100 0.369
N -1.573 0.219 0.278
N 1.890 6.911 -2.146
C 0.781 4.343 0.171
C 4.111 -3.017 -1.197
C 1.079 4.941 -1.043
C 1.135 0.090 1.279
C -1.313 -1.828 1.350
C 2.343 -0.509 1.674
C 1.806 -0.544 -3.375
C -0.887 -3.919 2.421
C -1.541 -2.694 2.402
C 0.511 -2.228 -4.745
C -2.148 1.711 -1.229
C 0.956 0.925 3.578
C 0.156 -3.309 0.370
C -3.250 -0.282 2.002
C -0.991 -2.693 -2.509
C 1.305 4.083 -2.114
C -2.051 -0.556 1.194
C -5.401 -0.998 2.818
C 1.118 6.439 -1.157
C -5.513 0.180 3.542
C -0.524 -3.154 -4.807
C 2.164 0.340 3.921
C 1.179 2.722 -1.949
C 0.711 2.970 0.262
C -4.267 -1.237 2.059
C 4.318 -1.853 0.865
C 3.029 -1.350 0.686
C 4.869 -2.689 -0.079
C -3.378 0.909 2.716
C 0.460 0.796 2.291
C 2.863 -2.462 -1.324
C -4.500 1.129 3.495
C -1.284 -3.384 -3.673
C 0.732 -1.582 -3.550
C 2.853 -0.379 2.967
C -0.059 -4.247 1.363
H 0.609 4.954 1.045
H 1.952 7.910 -2.264
H -4.593 2.049 4.055
H 1.330 2.085 -2.799
H -2.759 3.018 -2.671
H 0.523 2.529 1.225
H 1.137 -1.992 -5.594
H 0.434 -5.207 1.302
H -1.046 -4.610 3.237
H 5.870 -3.079 0.048
H -2.225 -2.410 3.187
H -2.611 1.668 2.651
H -0.739 -3.677 -5.729
H 0.809 -3.540 -0.456
H 2.559 0.433 4.924
H 4.486 -3.676 -1.966
H -1.585 -2.830 -1.618
H -6.394 0.362 4.142
H -4.185 -2.159 1.497
H -2.109 -4.081 -3.682
H 2.526 6.335 -2.669
H 0.395 1.486 4.316
H 2.271 -2.711 -2.189
H -3.325 3.352 -1.068
H -0.478 1.287 2.087
H -6.195 -1.732 2.847
H 3.780 -0.860 3.245
H 1.530 4.440 -3.110
H 4.885 -1.574 1.739

73
Properties=species:S:1:pos:R:3 method="wB97M-V/def2-TZVPD" e_lumo_ha=0.0188 energy_ev=-119268.5286 multiplicity=1 homo_lumo_gap_ha=0.316 relative_energy_kcal_mol=0.00
Au -0.562 -0.457 0.750
As 2.478 0.745 0.663
P -2.358 -1.053 -0.437
O 1.654 -0.392 -0.210
O 1.194 0.195 4.475
O 0.729 -0.132 2.470
N 0.433 -0.346 3.721
C 5.232 0.993 -2.458
C -5.437 1.119 1.109
C -1.381 -4.988 -0.714
C -1.737 1.001 -3.866
C -2.731 -1.514 -3.214
C 1.357 2.275 1.052
C -2.285 -0.662 -2.210
C 5.109 0.063 3.884
C 4.537 3.263 -2.074
C -6.558 0.444 0.652
C 4.219 0.695 3.031
C -1.781 0.595 -2.543
C -2.410 -2.857 -0.274
C -4.027 -0.482 -0.001
C 0.181 3.846 2.427
C 1.148 2.860 2.291
C 3.755 2.845 -1.005
C 0.609 2.686 -0.050
C 5.267 2.337 -2.804
C -2.667 -1.111 -4.539
C -5.155 -1.148 -0.474
C -2.921 -4.755 1.116
C -2.068 -5.542 0.357
C -2.178 0.146 -4.866
C 4.445 0.579 -1.396
C -3.093 -3.416 0.806
C -0.575 4.244 1.333
C -4.169 0.656 0.786
C 5.508 -1.243 3.638
C 4.094 -1.311 1.702
C 3.693 1.499 -0.668
C 3.711 0.003 1.941
C -1.540 -3.647 -1.023
C 5.003 -1.932 2.545
C -0.358 3.669 0.088
C -6.418 -0.688 -0.142
H -3.747 -2.799 1.410
H -7.295 -1.212 -0.498
H 3.188 3.570 -0.432
H 5.804 0.270 -3.025
H -1.418 1.242 -1.751
H 3.654 -1.842 0.866
H 4.383 -0.470 -1.130
H -3.121 -2.494 -2.968
H 3.917 1.715 3.227
H 5.481 0.591 4.752
H 5.308 -2.952 2.353
H -3.445 -5.182 1.961
H -0.973 -3.203 -1.832
H -3.282 1.164 1.145
H -2.136 0.455 -5.902
H 6.210 -1.724 4.307
H -1.354 1.980 -4.123
H -5.043 -2.029 -1.096
H -0.942 3.989 -0.767
H 1.705 2.528 3.158
H -0.708 -5.601 -1.299
H 4.565 4.311 -2.344
H 0.798 2.218 -1.011
H -7.546 0.794 0.919
H -5.551 2.001 1.726
H -3.001 -1.779 -5.323
H -1.338 5.003 1.452
H 5.860 2.665 -3.648
H 0.011 4.297 3.396
H -1.926 -6.585 0.609